(1)
Computed, not measured: a molecular structure, C20H35N3OPd, with ωB97M-V/def2-TZVPD.

* HOMO level: -14.78 eV
* 2S+1: 1
* gap between HOMO and LUMO: 7.3 eV
* total charge: +2
* M: 439.94 g mol⁻¹

Cartesian coordinates (Å):
Pd (-0.250, -0.199, 0.168)
C (0.274, -0.791, 3.367)
C (-0.783, -0.400, 2.367)
C (-1.143, 0.997, 2.237)
C (-0.552, 1.988, 3.194)
C (-2.005, 1.391, 1.222)
C (-2.352, 2.836, 0.993)
C (-2.515, 0.379, 0.349)
C (-3.487, 0.760, -0.730)
C (-2.289, -1.025, 0.598)
C (-2.938, -2.061, -0.278)
C (-1.517, -1.417, 1.713)
C (-1.379, -2.862, 2.108)
H (-0.162, -0.933, 4.360)
H (1.040, -0.024, 3.465)
H (0.750, -1.731, 3.092)
H (0.403, 2.378, 2.831)
H (-0.378, 1.544, 4.171)
H (-1.217, 2.836, 3.332)
H (-3.294, 3.098, 1.482)
H (-2.459, 3.056, -0.067)
H (-1.583, 3.497, 1.382)
H (-2.997, 0.921, -1.691)
H (-4.005, 1.679, -0.471)
H (-4.235, -0.015, -0.872)
H (-3.949, -2.280, 0.073)
H (-2.374, -2.991, -0.271)
H (-3.004, -1.725, -1.310)
H (-0.575, -3.371, 1.573)
H (-2.302, -3.400, 1.903)
H (-1.180, -2.954, 3.173)
C (0.236, -3.416, -4.201)
C (0.790, -3.507, -2.795)
N (0.366, -2.316, -2.065)
C (0.274, -1.088, -2.627)
N (0.007, -0.050, -1.833)
C (-0.188, 1.270, -2.430)
C (0.716, 1.446, -3.637)
C (0.419, 0.335, -4.619)
N (0.436, -0.967, -3.949)
C (0.696, -2.118, -4.827)
H (-0.855, -3.457, -4.172)
H (0.585, -4.254, -4.802)
H (1.881, -3.583, -2.814)
H (0.400, -4.379, -2.274)
H (0.380, -2.329, -1.060)
H (0.030, 2.027, -1.674)
H (-1.229, 1.410, -2.739)
H (1.763, 1.402, -3.330)
H (0.545, 2.413, -4.106)
H (1.171, 0.305, -5.408)
H (-0.553, 0.483, -5.097)
H (1.764, -2.151, -5.057)
H (0.163, -1.934, -5.760)
C (2.577, 1.239, 0.045)
O (1.854, 0.033, 0.395)
H (3.644, 1.046, 0.120)
H (2.289, 2.062, 0.698)
H (2.317, 1.462, -0.985)
H (2.205, -0.340, 1.213)

---

(2)
Computed, not measured: 5 unconnected molecules or ions with the total composition C20H35N5, with ωB97M-V/def2-TZVPD.

* HOMO level: -10.86 eV
* 2S+1: 1
* gap between HOMO and LUMO: 11.0 eV
* SMILES: CCCC#N.CCCC#N.CCCC#N.CCCC#N.CCCC#N
* M: 345.53 g mol⁻¹

Cartesian coordinates (Å):
C (1.401, 1.631, -2.287)
C (1.383, 2.506, -1.041)
C (0.746, 1.791, 0.159)
C (-0.519, 1.139, -0.150)
N (-1.501, 0.591, -0.368)
H (0.386, 1.371, -2.593)
H (1.920, 0.694, -2.066)
H (1.905, 2.124, -3.114)
H (0.833, 3.422, -1.272)
H (2.403, 2.767, -0.768)
H (0.539, 2.503, 0.960)
H (1.437, 1.028, 0.520)
C (-4.983, -2.439, 0.670)
C (-3.610, -1.837, 0.578)
C (-2.489, -2.786, 1.016)
C (-2.556, -4.071, 0.323)
N (-2.628, -5.082, -0.217)
H (-5.765, -1.760, 0.345)
H (-5.184, -2.733, 1.710)
H (-5.034, -3.377, 0.114)
H (-3.521, -0.915, 1.152)
H (-3.384, -1.551, -0.455)
H (-2.611, -3.025, 2.078)
H (-1.530, -2.305, 0.840)
C (3.168, 3.508, 2.453)
C (4.370, 2.728, 2.984)
C (4.373, 1.267, 2.536)
C (4.242, 1.073, 1.097)
N (4.165, 0.902, -0.034)
H (2.227, 2.990, 2.670)
H (3.241, 3.587, 1.366)
H (3.064, 4.509, 2.865)
H (4.430, 2.789, 4.069)
H (5.261, 3.232, 2.598)
H (3.609, 0.690, 3.064)
H (5.322, 0.811, 2.841)
C (-2.478, 1.453, -4.863)
C (-3.850, 1.166, -4.266)
C (-3.887, 1.359, -2.749)
C (-5.102, 0.842, -2.127)
N (-6.065, 0.433, -1.643)
H (-1.742, 0.702, -4.580)
H (-2.132, 2.455, -4.600)
H (-2.567, 1.431, -5.951)
H (-4.111, 0.123, -4.474)
H (-4.630, 1.762, -4.742)
H (-3.796, 2.411, -2.463)
H (-3.033, 0.851, -2.290)
C (1.980, -2.067, 0.485)
C (2.866, -3.087, 1.173)
C (2.857, -2.929, 2.698)
C (1.552, -3.219, 3.289)
N (0.528, -3.450, 3.753)
H (2.028, -2.197, -0.598)
H (2.300, -1.060, 0.751)
H (0.920, -2.188, 0.722)
H (3.896, -2.920, 0.847)
H (2.622, -4.109, 0.884)
H (3.164, -1.912, 2.941)
H (3.572, -3.617, 3.156)

---

(3)
Computed, not measured: a molecular structure, C20H35N5O8P2V3, with ωB97M-V/def2-TZVPD.

* HOMO level (alpha / beta): -10.87 / -13.07 eV
* 2S+1: 11
* gap between HOMO and LUMO (alpha / beta): 7.8 / 5.1 eV
* total charge: +1
* M: 688.31 g mol⁻¹

Cartesian coordinates (Å):
V (3.307, -1.549, -9.534)
V (1.930, -4.545, -9.436)
V (5.187, -4.233, -9.824)
P (3.231, -3.442, -11.594)
O (4.446, -2.698, -10.998)
O (3.143, -3.357, -13.084)
O (2.128, -2.855, -10.727)
O (3.462, -4.767, -10.845)
P (3.741, -3.416, -7.616)
O (4.750, -2.638, -8.454)
O (2.449, -2.908, -8.220)
O (3.880, -3.482, -6.082)
O (3.778, -4.764, -8.348)
C (-2.703, -5.355, -11.460)
C (-1.808, -4.662, -12.507)
C (-0.705, -5.556, -13.032)
C (0.196, -5.840, -11.937)
N (0.914, -6.028, -11.038)
H (-3.285, -6.214, -11.796)
H (-3.422, -4.619, -11.101)
H (-2.164, -5.565, -10.537)
H (-1.307, -3.783, -12.102)
H (-2.450, -4.384, -13.343)
H (-0.122, -5.178, -13.872)
H (-1.090, -6.505, -13.406)
C (-2.383, -0.617, -11.807)
C (-1.324, 0.051, -12.662)
C (0.196, -0.456, -12.510)
C (0.807, -0.223, -11.241)
N (1.285, -0.089, -10.203)
H (-2.208, -0.471, -10.741)
H (-2.395, -1.676, -12.066)
H (-3.377, -0.288, -12.109)
H (-1.286, 1.097, -12.358)
H (-1.653, -0.149, -13.682)
H (0.764, 0.065, -13.280)
H (0.321, -1.482, -12.856)
C (5.669, -8.149, -13.737)
C (5.265, -6.990, -14.567)
C (4.707, -5.770, -13.802)
C (5.518, -5.444, -12.645)
N (6.191, -5.226, -11.731)
H (5.026, -8.202, -12.858)
H (6.622, -8.110, -13.209)
H (5.651, -9.114, -14.244)
H (4.400, -7.306, -15.151)
H (6.134, -6.640, -15.124)
H (3.717, -6.013, -13.416)
H (4.815, -4.909, -14.461)
C (7.761, -2.316, -16.126)
C (6.880, -2.574, -14.910)
C (7.004, -1.649, -13.653)
C (8.409, -1.283, -13.374)
N (9.523, -1.014, -13.217)
H (7.321, -2.853, -16.966)
H (8.717, -2.819, -15.982)
H (7.949, -1.324, -16.538)
H (7.150, -3.549, -14.504)
H (5.884, -2.627, -15.351)
H (6.698, -2.122, -12.720)
H (6.408, -0.744, -13.772)
C (-0.359, -3.808, -16.454)
C (0.933, -3.428, -15.712)
C (2.114, -4.448, -15.907)
C (1.688, -5.752, -15.573)
N (1.349, -6.844, -15.312)
H (-0.810, -4.705, -16.027)
H (-0.254, -3.927, -17.532)
H (-1.134, -3.115, -16.128)
H (0.827, -3.218, -14.648)
H (1.368, -2.505, -16.095)
H (2.899, -4.179, -15.200)
H (2.385, -4.379, -16.960)

---

(4)
Computed, not measured: 2 unconnected molecules or ions with the total composition C20H35N6O2S2, with ωB97M-V/def2-TZVPD.

* HOMO level: -11.65 eV
* 2S+1: 1
* gap between HOMO and LUMO: 7.8 eV
* total charge: +1
* M: 455.67 g mol⁻¹

Cartesian coordinates (Å):
C (4.318, 0.674, 1.135)
C (4.190, -0.870, 0.788)
C (2.801, -1.289, 0.156)
N (1.654, -1.290, 1.122)
C (0.633, -2.381, 0.917)
C (-0.606, -1.683, 0.187)
C (-1.852, -1.332, 1.100)
C (-2.282, -2.493, 2.095)
C (-1.877, -2.219, 3.606)
O (-2.825, -2.852, 4.495)
N (0.062, -0.393, -0.251)
C (-0.872, 0.672, -0.729)
C (-0.108, 1.592, -1.789)
C (-0.216, 3.139, -1.487)
S (-1.935, 3.773, -1.318)
C (-2.524, 3.556, 0.387)
S (-3.986, 2.796, 0.610)
N (-1.839, 4.007, 1.567)
C (-2.427, 4.208, 2.855)
C (-1.368, 4.648, 3.778)
N (-0.127, 4.689, 3.053)
C (-0.483, 4.311, 1.810)
C (0.848, -0.086, 0.908)
N (0.898, 0.994, 1.634)
O (1.683, 1.162, 2.720)
H (3.475, 1.251, 0.645)
H (5.329, 1.101, 0.883)
H (4.151, 0.796, 2.245)
H (4.978, -1.125, 0.019)
H (4.417, -1.454, 1.723)
H (2.916, -2.350, -0.215)
H (2.606, -0.604, -0.727)
H (0.386, -2.643, 1.993)
H (1.033, -3.333, 0.484)
H (-0.854, -2.241, -0.766)
H (-2.732, -1.129, 0.426)
H (-1.712, -0.399, 1.723)
H (-3.406, -2.619, 2.094)
H (-1.770, -3.441, 1.767)
H (-0.853, -2.670, 3.774)
H (-1.834, -1.125, 3.871)
H (-2.408, -2.979, 5.369)
H (-1.682, 0.143, -1.314)
H (-1.306, 1.251, 0.132)
H (0.993, 1.325, -1.684)
H (-0.366, 1.351, -2.858)
H (0.465, 3.365, -0.625)
H (0.231, 3.677, -2.380)
H (-3.483, 4.078, 3.174)
H (-1.484, 4.914, 4.857)
H (0.346, 4.273, 1.067)
H (0.304, 1.797, 1.381)
H (1.982, 0.291, 3.062)
C (0.686, -2.406, -6.082)
C (-0.642, -1.893, -5.540)
C (-0.570, -1.473, -4.070)
C (-0.291, -2.604, -3.182)
N (-0.064, -3.491, -2.487)
H (1.007, -3.312, -5.562)
H (0.591, -2.649, -7.142)
H (1.471, -1.653, -5.977)
H (-1.409, -2.660, -5.676)
H (-0.951, -1.028, -6.134)
H (-1.526, -1.025, -3.781)
H (0.194, -0.702, -3.938)

---

(5)
Computed, not measured: a molecular structure, C20H35N6O3Y, with ωB97M-V/def2-TZVPD.

* HOMO level: -14.24 eV
* 2S+1: 1
* gap between HOMO and LUMO: 8.0 eV
* total charge: +2
* M: 496.44 g mol⁻¹

Cartesian coordinates (Å):
Y (0.840, 0.986, 0.395)
C (3.208, 3.113, 0.160)
C (3.021, 2.581, 1.580)
C (4.093, 3.084, 2.525)
O (3.071, 1.127, 1.422)
C (1.609, 2.998, 2.097)
O (1.358, 4.164, 2.242)
O (0.757, 1.998, 2.225)
H (4.230, 2.939, -0.178)
H (2.986, 4.177, 0.119)
H (2.559, 2.601, -0.583)
H (5.084, 2.843, 2.142)
H (3.972, 2.646, 3.517)
H (3.999, 4.162, 2.628)
H (3.210, 0.730, 2.294)
C (-0.957, 3.295, -0.349)
N (-2.156, 2.673, -0.853)
C (-2.674, 3.246, -2.102)
C (-2.366, 1.356, -0.561)
N (-1.330, 0.646, -0.109)
C (-1.471, -0.475, 0.762)
C (-2.504, -0.583, 1.702)
C (-2.566, -1.654, 2.566)
C (-1.572, -2.632, 2.538)
C (-0.511, -2.505, 1.669)
C (-0.435, -1.435, 0.771)
N (0.732, -1.234, -0.033)
C (1.251, -2.280, -0.702)
N (0.465, -3.231, -1.235)
C (0.849, -4.638, -1.298)
C (-0.910, -2.952, -1.605)
N (2.582, -2.362, -0.879)
C (3.189, -2.944, -2.072)
C (3.522, -1.771, 0.057)
N (-3.591, 0.850, -0.770)
C (-3.825, -0.553, -1.067)
C (-4.809, 1.635, -0.597)
H (-1.014, 4.373, -0.478)
H (-0.054, 2.993, -0.935)
H (-0.832, 3.112, 0.722)
H (-2.530, 4.323, -2.072)
H (-3.734, 3.060, -2.228)
H (-2.139, 2.842, -2.965)
H (-3.259, 0.192, 1.744)
H (-3.377, -1.724, 3.276)
H (-1.613, -3.471, 3.217)
H (0.290, -3.235, 1.680)
H (1.759, -4.810, -0.732)
H (0.990, -4.971, -2.327)
H (0.049, -5.228, -0.848)
H (-1.028, -1.886, -1.786)
H (-1.612, -3.273, -0.831)
H (-1.135, -3.488, -2.527)
H (2.444, -3.070, -2.851)
H (3.660, -3.905, -1.862)
H (3.957, -2.262, -2.436)
H (3.042, -1.624, 1.021)
H (3.922, -0.823, -0.309)
H (4.358, -2.458, 0.191)
H (-2.895, -1.043, -1.339)
H (-4.514, -0.614, -1.910)
H (-4.266, -1.074, -0.216)
H (-4.580, 2.604, -0.162)
H (-5.466, 1.095, 0.087)
H (-5.336, 1.764, -1.543)

---

(6)
Computed, not measured: a molecular structure, C20H36AgCl18NiO6, with ωB97M-V/def2-TZVPD.

* HOMO level (alpha / beta): -8.25 / -8.11 eV
* 2S+1: 4
* gap between HOMO and LUMO (alpha / beta): 7.2 / 5.3 eV
* M: 1177.22 g mol⁻¹

Cartesian coordinates (Å):
Ag (1.873, -0.840, -0.915)
Ni (0.306, -0.251, 1.789)
C (2.553, -1.225, 1.752)
O (1.576, -1.770, 1.211)
O (2.128, -0.435, 2.565)
O (3.277, -0.760, 0.883)
C (-0.735, 0.300, -0.480)
O (-0.375, -0.456, -1.346)
O (-1.276, -0.202, 0.510)
O (0.363, 0.723, -0.047)
Cl (0.924, -2.768, 5.399)
C (0.235, -1.211, 5.768)
C (-1.151, -1.016, 5.223)
Cl (-1.301, -1.470, 3.468)
H (0.889, -0.425, 5.392)
H (0.326, -0.922, 6.816)
H (-1.479, -0.017, 5.511)
H (-1.798, -1.730, 5.732)
Cl (3.075, -0.010, -3.201)
C (2.684, 1.739, -3.526)
C (2.121, 2.498, -2.318)
Cl (3.266, 2.257, -1.063)
H (1.956, 1.673, -4.335)
H (3.595, 2.116, -3.990)
H (1.122, 2.151, -2.055)
H (1.967, 3.568, -2.460)
Cl (6.498, 4.332, 3.234)
C (6.130, 2.623, 2.984)
C (5.462, 2.392, 1.628)
Cl (6.569, 2.719, 0.305)
H (5.540, 2.307, 3.845)
H (7.123, 2.173, 2.957)
H (4.516, 2.911, 1.471)
H (5.280, 1.334, 1.438)
Cl (0.029, 4.997, -5.274)
C (-1.608, 4.874, -5.763)
C (-2.241, 3.584, -5.346)
Cl (-2.697, 3.439, -3.669)
H (-1.510, 5.060, -6.833)
H (-2.105, 5.819, -5.541)
H (-1.717, 2.668, -5.617)
H (-3.148, 3.444, -5.934)
Cl (2.267, -3.414, -1.808)
C (1.474, -4.934, -1.464)
C (2.495, -6.099, -1.071)
Cl (3.513, -6.407, -2.489)
H (0.904, -5.243, -2.340)
H (0.704, -4.682, -0.734)
H (2.014, -7.025, -0.758)
H (3.106, -5.651, -0.287)
Cl (-0.346, 1.692, 3.577)
C (1.205, 2.572, 3.993)
C (1.222, 3.977, 3.419)
Cl (1.033, 4.007, 1.681)
H (2.009, 2.026, 3.500)
H (1.311, 2.578, 5.078)
H (2.098, 4.583, 3.651)
H (0.326, 4.483, 3.778)
Cl (-3.370, -1.298, -5.918)
C (-2.565, -0.907, -4.429)
C (-1.760, -2.183, -3.978)
Cl (-0.158, -2.192, -4.646)
H (-3.399, -0.742, -3.748)
H (-2.094, 0.062, -4.594)
H (-2.252, -3.154, -4.019)
H (-1.583, -2.049, -2.911)
Cl (-4.602, 1.566, 3.663)
C (-4.170, 0.718, 2.178)
C (-5.354, 0.247, 1.441)
Cl (-6.339, -0.941, 2.235)
H (-3.544, -0.160, 2.338)
H (-3.554, 1.356, 1.545)
H (-5.027, -0.084, 0.455)
H (-5.979, 1.031, 1.013)
Cl (-3.669, -5.180, -1.398)
C (-3.414, -3.601, -0.629)
C (-3.368, -3.660, 0.919)
Cl (-4.895, -4.256, 1.619)
H (-4.168, -2.931, -1.043)
H (-2.425, -3.191, -0.834)
H (-3.242, -2.748, 1.503)
H (-2.646, -4.359, 1.342)

---

(7)
Computed, not measured: a molecular structure, C20H36AsInN5O6Si2, with ωB97M-V/def2-TZVPD.

* HOMO level: -5.36 eV
* 2S+1: 1
* gap between HOMO and LUMO: 7.5 eV
* total charge: -1
* M: 688.45 g mol⁻¹

Cartesian coordinates (Å):
In (0.772, 0.035, 0.066)
N (0.770, 0.021, 2.501)
C (2.077, -0.295, 3.114)
C (3.143, 0.712, 2.674)
C (3.764, 0.358, 1.324)
O (4.983, 0.327, 1.217)
O (2.931, 0.036, 0.378)
H (0.489, 0.971, 2.715)
H (0.034, -0.605, 2.804)
H (2.355, -1.298, 2.790)
H (2.010, -0.309, 4.202)
H (3.946, 0.766, 3.401)
H (2.686, 1.702, 2.589)
N (1.071, 2.265, 0.743)
C (1.213, 3.398, 0.549)
C (1.373, 4.777, 0.395)
C (0.391, 5.636, 0.968)
N (-0.410, 6.310, 1.459)
C (2.503, 5.332, -0.277)
N (3.406, 5.807, -0.816)
C (-2.266, 0.870, -2.789)
C (-1.004, 0.475, -2.055)
O (-0.419, -0.583, -2.323)
O (-0.595, 1.284, -1.133)
H (-2.366, 0.295, -3.705)
H (-2.260, 1.939, -3.004)
H (-3.119, 0.657, -2.136)
C (-2.255, -2.761, -0.065)
Si (-0.733, -3.538, -0.824)
C (-0.948, -3.643, -2.678)
C (-0.668, -5.317, -0.210)
As (1.140, -2.539, 0.201)
Si (2.801, -2.801, -1.453)
C (2.659, -4.596, -1.998)
C (4.488, -2.650, -0.690)
C (2.638, -1.699, -2.944)
H (-3.170, -3.256, -0.410)
H (-2.320, -1.696, -0.313)
H (-2.208, -2.835, 1.026)
H (-1.945, -4.045, -2.900)
H (-0.205, -4.304, -3.130)
H (-0.856, -2.652, -3.129)
H (-1.570, -5.870, -0.504)
H (-0.587, -5.342, 0.882)
H (0.203, -5.842, -0.621)
H (2.659, -5.249, -1.118)
H (3.513, -4.876, -2.629)
H (1.743, -4.790, -2.560)
H (4.596, -3.378, 0.121)
H (4.656, -1.654, -0.270)
H (5.262, -2.851, -1.442)
H (1.615, -1.713, -3.329)
H (3.328, -2.021, -3.733)
H (2.879, -0.664, -2.674)
O (-3.898, 0.700, 1.533)
C (-2.629, 1.102, 1.554)
O (-1.720, 0.326, 1.371)
C (-2.441, 2.600, 1.795)
N (-3.656, 3.175, 2.414)
C (-4.115, 4.327, 1.601)
C (-3.681, 3.936, 0.198)
C (-2.290, 3.354, 0.452)
H (-1.545, 2.716, 2.403)
H (-3.503, 3.427, 3.379)
H (-4.389, 1.476, 1.886)
H (-3.621, 5.257, 1.895)
H (-5.192, 4.456, 1.705)
H (-3.657, 4.787, -0.481)
H (-4.355, 3.179, -0.214)
H (-1.588, 4.173, 0.589)
H (-1.912, 2.709, -0.338)

---

| no. | maximum force (Eh/bohr) | electronic energy (a.u.) |
| --- | --- | --- |
| 1 | 0.011 | -1149.968075 |
| 2 | 0.019 | -1056.813630 |
| 3 | 0.087 | -5173.503669 |
| 4 | 0.079 | -2058.024470 |
| 5 | 0.011 | -1375.292385 |
| 6 | 0.204 | -11173.566582 |
| 7 | 0.017 | -4514.079688 |